29
Properties=species:S:1:pos:R:3:forces:R:3 method="wB97M-V/def2-TZVPD" de_lowest_kcal_mol=189.6 orbital_gap_ev=1.813 max_force_ev_per_a=3.1 multiplicity=1 total_charge=-1
In 0.54853 0.76945 0.79633 0.0 -0.1 -0.2
P 3.02018 3.72601 -2.47121 0.8 0.0 2.4
F 1.40964 3.75568 -2.09096 0.6 0.8 -0.4
F 3.25116 3.47230 -0.82150 0.0 0.0 -1.1
F 2.75440 2.08657 -2.63156 1.0 0.9 0.0
F 4.64486 3.64412 -2.67789 -1.2 -0.9 0.0
F 2.75364 3.94341 -3.98765 -0.2 0.1 -0.6
F 3.26234 5.33856 -2.21948 -1.1 -1.1 -0.1
P -1.55060 -0.66748 5.21154 1.1 0.4 1.3
F -2.35585 0.40649 6.12341 0.0 -0.6 -0.4
F -2.21844 -0.09812 3.88645 -1.7 0.0 -1.2
F -0.46587 0.50832 4.84621 1.1 0.3 0.5
F -0.71226 -1.69455 4.29209 0.4 -0.1 0.2
F -0.65237 -1.03975 6.53296 -0.6 -0.2 -1.0
F -2.63717 -1.79161 5.42221 -0.2 0.2 0.4
P 2.26030 -3.60871 -1.04743 -0.4 0.1 -1.6
F 2.83987 -2.08433 -1.13762 -0.2 -0.2 -0.1
F 0.73488 -3.01458 -1.35573 1.4 -0.8 0.1
F 2.66737 -3.78576 -2.61360 -0.7 -0.2 1.3
F 1.72283 -5.12629 -0.91089 -0.6 0.7 -0.7
F 3.64751 -4.15796 -0.49918 2.3 -0.3 -1.1
F 2.06270 -3.37685 0.49507 -2.0 0.9 2.2
P -3.88852 0.38516 -1.90019 -0.3 -0.2 -0.2
F -3.34599 -0.34363 -0.57612 -0.3 -0.6 0.6
F -2.35148 0.28373 -2.45877 -0.3 -0.4 -1.0
F -4.26579 -1.06111 -2.54164 0.4 1.1 0.0
F -4.43664 1.24016 -3.14223 0.9 -0.7 -0.4
F -5.36520 0.53587 -1.28586 0.5 -0.1 0.6
F -3.33389 1.75485 -1.23675 -0.6 0.9 0.5